Entry 1:
16
Properties=species:S:1:pos:R:3 method="wB97M-V/def2-TZVPD" total_energy_ha=-359.08765 multiplicity=1 de_lowest_kcal_mol=98.4 gap_ev="7.8359 / 7.8347" homo_ev="-7.3 / -7.3"
O -2.327 0.392 0.710
N 0.165 -0.040 -1.730
N 0.421 1.756 0.784
N -1.626 0.370 -0.364
C -0.199 -1.282 0.401
C -0.521 -0.335 -0.565
C 1.036 -1.671 0.604
H -0.961 -1.847 0.900
H 0.805 -0.723 -1.978
H 0.500 2.604 1.338
H 1.814 -1.158 0.159
H -0.025 1.030 1.333
H -1.836 1.184 -0.996
H 1.474 -2.322 1.290
H 1.269 1.308 0.416
H 0.012 0.733 -2.303

---

Entry 2:
16
Properties=species:S:1:pos:R:3 method="wB97M-V/def2-TZVPD" total_energy_ha=-358.85588 s2=0.77 multiplicity=2 de_lowest_kcal_mol=35.2 total_charge=+1 gap_ev="11.7020 / 4.5934" homo_ev="-14.9 / -13.9"
O 2.264 1.372 1.590
N 2.339 0.009 -0.227
N -1.362 0.494 -1.461
N 0.250 0.349 1.000
C 1.630 0.609 0.819
C -1.756 -0.409 -0.328
C -0.450 -0.757 0.398
H -0.831 1.405 -1.011
H -2.091 -1.423 -0.751
H 3.130 0.600 -0.616
H -2.572 -0.020 0.356
H -0.779 -1.590 1.038
H 2.393 -1.058 -0.327
H -2.212 0.839 -1.929
H -0.012 0.697 1.919
H 0.059 -1.116 -0.470

---

Entry 3:
17
Properties=species:S:1:pos:R:3 method="wB97M-V/def2-TZVPD" smiles="C=C(O)NN(O)NC" total_energy_ha=-434.31770 multiplicity=1 de_lowest_kcal_mol=130.8 gap_ev=8.9991 homo_ev=-8.3
O 2.614 -1.087 0.911
O -0.488 1.737 -0.358
N -1.039 -0.512 -0.091
N -0.505 0.594 0.545
N 0.790 0.379 1.008
C 1.776 -0.252 0.232
C 1.940 -0.040 -1.070
C -2.478 -0.416 -0.230
H 1.323 0.657 -1.603
H -2.840 -1.364 -0.621
H 0.761 0.100 1.981
H -0.610 2.510 0.203
H 2.722 -0.545 -1.601
H -2.793 0.394 -0.896
H -2.903 -0.248 0.758
H 2.320 -1.204 1.821
H -0.590 -0.704 -0.989

---

Entry 4:
17
Properties=species:S:1:pos:R:3 method="wB97M-V/def2-TZVPD" smiles="CCC(N)=O.NN=O" total_energy_ha=-434.40496 multiplicity=1 de_lowest_kcal_mol=76.1 gap_ev=10.2758 homo_ev=-9.3
O -0.766 0.021 1.374
O -0.493 1.407 -1.140
N -2.127 -0.747 -0.243
N 0.314 2.423 0.588
N 0.410 2.125 -0.690
C 1.611 -0.877 0.052
C 0.242 -1.368 -0.369
C -0.907 -0.526 0.295
H 1.077 2.967 0.960
H 1.687 -0.866 1.137
H 0.121 -1.288 -1.451
H -2.919 -0.303 0.194
H 1.753 0.155 -0.300
H 2.399 -1.495 -0.370
H -2.212 -1.076 -1.188
H -0.266 1.851 1.215
H 0.075 -2.403 -0.063

---

Entry 5:
18
Properties=species:S:1:pos:R:3 method="wB97M-V/def2-TZVPD" smiles="CN[C@@H](N)N(O)C(=O)O" total_energy_ha=-509.61688 multiplicity=1 de_lowest_kcal_mol=84.7 gap_ev=9.3206 homo_ev=-8.6
O 2.487 -0.774 0.830
O 1.687 1.343 0.766
O 1.125 -1.521 -1.269
N 1.007 -0.176 -0.832
N -0.552 1.597 -1.153
N -0.688 -0.024 0.703
C -1.987 -0.640 0.928
C -0.385 0.247 -0.823
C 1.567 0.172 0.435
H -2.480 -0.346 1.853
H -1.932 -1.730 0.926
H -0.790 1.822 -2.109
H 3.216 -0.299 1.250
H 0.059 2.210 -0.624
H 1.908 -1.881 -0.825
H -2.683 -0.376 0.125
H -0.959 -0.431 -1.458
H -0.600 0.808 1.280

---

Entry 6:
18
Properties=species:S:1:pos:R:3 method="wB97M-V/def2-TZVPD" smiles="CNN(O)[C@@H](N)C(=O)O" total_energy_ha=-509.60275 multiplicity=1 de_lowest_kcal_mol=93.6 gap_ev=10.3123 homo_ev=-9.6
O 1.628 -0.707 1.412
O -1.106 0.315 -1.916
O -0.201 -2.028 1.307
N -0.179 0.361 -0.838
N 1.748 -0.942 -1.379
N -0.831 0.469 0.568
C 0.471 -0.939 -0.741
C 0.621 -1.053 0.830
C -0.864 1.844 1.027
H 1.691 -0.535 -2.305
H -1.096 1.861 2.091
H -1.113 1.216 -2.271
H 0.192 -2.392 2.115
H -1.731 -0.002 0.673
H 2.423 -0.438 -0.813
H -1.602 2.436 0.477
H 0.119 2.285 0.868
H -0.172 -1.750 -1.105